Arrangement a

Entry from the OMol25 dataset: an isolated molecule of C3H2N4 (wB97M-V/def2-TZVPD).

Cartesian coordinates (Å):
N: 0.69199 -1.31905 -0.07709
N: 0.95078 0.20590 1.52569
N: 1.38434 -0.87841 1.10371
N: -1.88038 -0.68032 -2.27669
C: 0.04338 0.77275 0.54017
C: -0.12738 -0.38166 -0.38613
C: -1.07365 -0.53662 -1.45656
H: 0.77990 1.47509 0.12307
H: -0.82318 1.34126 0.88752

Computed properties:
Total charge: 0
HOMO level: -11.010 eV
HOMO-LUMO gap: 9.87 eV

***

Arrangement b

Entry from the OMol25 dataset: an isolated molecule of C3H2N4 (wB97M-V/def2-TZVPD).

Cartesian coordinates (Å):
N: -0.37560 -1.93996 -0.62184
N: -1.41538 -1.10113 -0.77364
N: -1.31168 0.08836 -0.19433
N: 0.58293 -1.24411 0.03631
C: -0.00304 -0.04794 0.28399
C: 0.73684 1.13654 0.47705
C: 1.66701 1.97468 0.69408
H: 2.46036 2.59031 1.23151
H: -2.34144 -1.45675 -1.13313

Computed properties:
Total charge: 0
HOMO level: -9.714 eV
HOMO-LUMO gap: 10.05 eV

***

In order of decreasing stability: arrangement a, arrangement b.

***

Arrangement a

Entry from the OMol25 dataset: a cluster of 2 separate species, C6H12S in total (wB97M-V/def2-TZVPD).

Cartesian coordinates (Å):
S: 1.01455 -0.08541 -1.64327
C: 1.58218 1.22020 -0.49942
C: 0.61201 1.00165 -3.04266
C: -1.00644 0.66681 2.31152
C: -0.68301 -0.61150 2.12637
C: -1.18118 -1.40377 0.99552
C: -1.04316 -2.72967 0.95871
H: -1.43772 -3.28984 0.12204
H: -1.60956 -0.85248 0.17063
H: -0.24287 1.63498 -2.81903
H: 1.47002 1.62010 -3.30060
H: 2.35774 1.78348 -1.01703
H: -0.65938 1.22445 3.16695
H: -1.65451 1.19772 1.62586
H: 1.97070 0.77483 0.40636
H: 0.37881 0.34701 -3.87886
H: -0.01888 -1.12541 2.81216
H: -0.59910 -3.26102 1.79072
H: 0.74979 1.88788 -0.28599

Computed properties:
Total charge: 0
HOMO level: -8.414 eV
HOMO-LUMO gap: 9.40 eV

***

Arrangement b

Entry from the OMol25 dataset: an isolated molecule of C6H12S (wB97M-V/def2-TZVPD).

Cartesian coordinates (Å):
S: 1.60957 -0.27109 -0.76342
C: -1.40110 1.54962 -0.62142
C: -1.47718 -0.60467 0.68909
C: -0.85104 0.75787 0.50106
C: -1.49122 -1.63997 -0.39966
C: 0.72049 0.79729 0.40116
C: 1.61911 -0.19556 1.06536
H: -1.10795 1.30856 1.34699
H: -0.97927 -0.99926 1.58094
H: -0.81158 2.43060 -0.77253
H: 1.27195 -1.09694 1.48462
H: -0.45722 -2.01646 -0.47856
H: -2.17670 -2.46691 -0.22338
H: -2.45607 1.70171 -0.46689
H: -2.49572 -0.34239 0.96424
H: -1.24429 0.97156 -1.58599
H: 2.64456 0.14302 1.43584
H: -1.72522 -1.15744 -1.32302
H: 1.07005 1.87387 0.43903

Computed properties:
Total charge: 0
HOMO level: -8.559 eV
HOMO-LUMO gap: 9.52 eV

***

Arrangement c

Entry from the OMol25 dataset: an isolated molecule of C6H12S (wB97M-V/def2-TZVPD).

Cartesian coordinates (Å):
S: -1.60492 -0.92953 -0.56462
C: -0.50244 1.63880 -0.36345
C: 2.29951 0.43401 0.01067
C: -2.90588 -0.18646 0.43511
C: -0.20580 0.15924 -0.28024
C: 1.02333 -0.36595 -0.10319
C: 1.28363 -1.86010 -0.04014
H: 1.63843 -2.26652 -0.98930
H: -2.58004 0.01847 1.46183
H: -1.05693 1.90086 -1.27031
H: 2.04053 -2.04026 0.72735
H: 0.41097 2.25885 -0.33225
H: 2.72557 0.29757 1.01520
H: 2.17830 1.50874 -0.15578
H: 0.37995 -2.42148 0.23327
H: -1.15557 1.97238 0.46253
H: 3.03055 0.05412 -0.69853
H: -3.27310 0.73794 0.00215
H: -3.72609 -0.91068 0.44971

Computed properties:
Total charge: 0
HOMO level: -8.039 eV
HOMO-LUMO gap: 8.99 eV

***

In order of decreasing stability: arrangement c, arrangement b, arrangement a.

***

Arrangement a

Entry from the OMol25 dataset: the ion C9H13N3 with charge +2 (wB97M-V/def2-TZVPD).

Cartesian coordinates (Å):
N: -2.60854 -0.66893 -0.06210
N: 1.43736 -0.32004 -2.04791
N: 0.10818 0.36257 0.49983
C: 0.73246 -2.03064 0.51769
C: -0.16104 -0.92844 0.16333
C: -1.76713 1.50741 -0.68762
C: -0.62994 1.43797 0.18392
C: 1.41526 0.67173 1.11481
C: -1.43798 -1.34759 -0.45605
C: -2.84576 0.53076 -0.10709
C: 2.50596 0.79221 0.00679
C: 2.02708 0.17489 -1.20208
H: -0.33447 2.35375 0.68677
H: 0.69990 -2.80053 -0.26219
H: 1.34425 1.62080 1.65050
H: 3.44160 0.32438 0.32388
H: -2.15305 2.52381 -0.77438
H: 0.35322 -2.54500 1.41602
H: 2.73106 1.84051 -0.21653
H: 1.77309 -1.77565 0.70211
H: -1.57981 1.08645 -1.68751
H: -1.60749 -2.42406 -0.29555
H: -1.34108 -1.26484 -1.56134
H: 1.66932 -0.09081 1.85196
H: -3.77246 0.96928 0.24275

Computed properties:
Total charge: +2
HOMO level (spin up / spin down): -18.652 / -18.654 eV
HOMO-LUMO gap (spin up / spin down): 7.39 / 7.39 eV

***

Arrangement b

Entry from the OMol25 dataset: the ion C9H13N3 with charge +2 (wB97M-V/def2-TZVPD).

Cartesian coordinates (Å):
N: -0.03263 1.03455 -0.07048
N: 1.14079 -0.58282 -1.27280
N: -0.98833 -1.31384 -0.34249
C: 2.39788 -0.40895 -0.49527
C: -0.17283 -1.39370 0.79510
C: 0.40149 0.63655 -1.19442
C: 0.39002 -1.64382 -0.62647
C: -1.87124 -0.45942 -0.78268
C: -2.43836 0.53334 0.22056
C: 0.39772 0.09414 1.07251
C: -1.32453 1.70272 0.18057
C: 1.95443 0.06929 0.92137
H: 0.26438 1.22284 -2.05371
H: -0.15139 -1.98208 1.71510
H: -2.24040 -0.39182 -1.91828
H: 2.21542 -0.58732 1.79902
H: 2.40102 0.99661 0.93285
H: 0.08998 0.39495 1.97234
H: 2.89341 -1.30090 -0.38368
H: -1.73550 2.32839 -0.51086
H: 0.71870 -2.68507 -1.07951
H: -3.38353 1.08535 -0.17026
H: -2.41796 0.21416 1.17637
H: -1.46732 2.16344 1.07124
H: 2.95879 0.27342 -0.95614

Computed properties:
Total charge: +2
HOMO level: -18.526 eV
HOMO-LUMO gap: 8.64 eV

***

In order of decreasing stability: arrangement a, arrangement b.

***

Arrangement a

Entry from the OMol25 dataset: a structure of composition C19H26F5N6O13P2TaTe (wB97M-V/def2-TZVPD).

Cartesian coordinates (Å):
Ta: 2.36761 0.40407 0.34931
Te: 0.53178 -2.66868 0.34672
P: 0.47711 -1.47303 3.45993
P: 1.09651 1.66739 3.29301
F: 1.64653 -3.87736 -0.55511
F: 3.04109 -1.06577 1.46409
F: -0.36348 -2.92425 -1.31082
F: -0.78164 -3.79970 0.96568
F: 1.58800 -3.40393 1.72484
O: 2.42415 1.44559 4.14339
O: 1.48346 0.59423 -2.59729
O: 0.20277 -1.42788 1.92334
O: 4.89485 2.65399 -2.16375
O: -4.32384 -3.39727 -3.20947
O: -0.34082 -2.31075 4.35315
O: 1.46261 1.28220 1.83473
O: 3.97996 1.14605 1.48491
O: 0.42145 2.94112 3.53255
O: -1.04004 1.92813 0.95231
O: 1.41348 -1.24909 -0.40342
O: 4.03981 3.09029 2.56218
O: 2.01060 -1.60538 3.78235
N: 0.32994 0.24511 5.43171
N: 0.58254 1.23466 -0.59000
N: 3.91870 -0.53995 -1.03509
N: -3.27250 -1.37572 -1.59913
N: 3.26613 1.93982 -0.71286
N: -1.46009 -1.14992 0.05354
C: 4.33495 0.33506 -2.15336
C: -2.92447 -1.43626 -3.03004
C: -2.73560 2.51680 -1.55291
C: -2.44894 2.29650 -3.95415
C: 3.50335 3.06546 0.18905
C: 4.19786 1.77418 -1.70304
C: -1.46135 2.00923 -1.41176
C: -0.65500 1.73978 -0.17304
C: -1.41039 0.52623 3.71268
C: -1.16529 1.77980 -3.79446
C: -4.54653 -3.44147 -1.81253
C: -2.31273 -1.26911 -0.72397
C: 0.58045 1.10679 -1.96269
C: 0.07679 0.27012 3.93188
C: -4.53201 -2.03902 -1.22999
C: 3.91453 2.45022 1.53322
C: -3.22319 2.65436 -2.85072
C: -0.70087 1.64500 -2.50241
C: -3.03850 -2.87344 -3.50517
H: 3.18977 1.96393 3.78548
H: -3.77532 -4.05335 -1.32634
H: -2.00143 -0.23364 4.22591
H: 4.28158 3.71937 -0.20342
H: 2.60238 3.65978 0.35479
H: -4.61759 -2.05220 -0.14474
H: 1.34040 0.21223 5.60554
H: -5.51776 -3.90892 -1.65754
H: -3.61833 -0.78787 -3.56811
H: -1.67055 1.52839 4.05773
H: 3.67610 0.16069 -2.99879
H: -2.91526 -2.92754 -4.58551
H: -2.85511 2.42882 -4.94875
H: -4.21562 3.05560 -3.01144
H: -1.62715 0.48616 2.64740
H: -0.55421 1.49802 -4.64207
H: 5.36704 0.15878 -2.44835
H: 2.60045 -1.45116 3.01065
H: -3.32106 2.80048 -0.68812
H: 4.70867 -0.72628 -0.42118
H: -0.12083 -0.60533 5.79667
H: -5.35010 -1.44754 -1.64503
H: -2.26261 -3.48238 -3.02544
H: -1.91254 -1.05814 -3.15763
H: 3.57481 -1.43625 -1.36783
H: -0.05544 1.08414 5.86877

Computed properties:
Total charge: 0
HOMO level: -9.286 eV
HOMO-LUMO gap: 7.66 eV

***

Arrangement b

Entry from the OMol25 dataset: a structure of composition C19H26F5N6O13P2TaTe (wB97M-V/def2-TZVPD).

Cartesian coordinates (Å):
Ta: -1.36893 -0.26628 0.36186
Te: -1.40135 2.80866 -1.63192
P: 1.25104 0.53881 2.40761
P: -1.47073 1.64893 3.27666
F: 0.44749 3.13089 -1.95730
F: -3.03679 3.37877 -0.85864
F: -0.96673 1.67778 -3.05959
F: -1.84579 4.08133 -2.88982
F: -0.87972 4.22568 -0.43348
O: 1.35553 -0.34199 3.72944
O: 1.69632 -2.19407 -0.01213
O: -1.64412 1.14865 4.64559
O: 0.30773 -0.24580 1.50094
O: -2.00632 3.14296 3.01254
O: -1.99212 0.76372 2.15127
O: -1.30334 1.75233 -0.03535
O: -2.02395 -0.15615 -1.58724
O: -5.34412 -1.26096 1.38465
O: 4.84474 2.38812 -1.87733
O: -2.69564 -3.02887 -1.02424
O: 2.54606 0.99386 1.86470
O: -3.30672 1.49579 -2.28768
N: 0.50514 0.20318 -1.01219
N: -1.87937 -1.78674 2.02063
N: -3.40994 -0.60121 0.35910
N: 2.74114 0.55911 -1.96251
N: -0.62578 -2.19191 -0.35436
N: 0.37556 2.96317 1.75077
C: -1.48819 -3.07121 -1.03100
C: 0.30271 2.03049 2.92917
C: -0.00181 -5.98532 -2.98413
C: -1.02569 -5.17677 -2.50392
C: -4.20966 -0.19286 -0.78618
C: 1.68452 -4.66176 -1.84668
C: 0.65670 -3.86329 -1.38514
C: -3.27170 -1.69074 2.49679
C: -3.17814 0.42555 -1.68484
C: 3.65639 2.73448 -2.56847
C: 2.93535 1.49692 -3.07761
C: -4.13592 -1.16648 1.37423
C: 0.69556 -2.65249 -0.50829
C: -0.65737 -4.11320 -1.70381
C: 1.33172 -5.73257 -2.66036
C: 1.55587 0.38285 -1.44710
C: 4.56285 1.59178 -0.73744
C: 0.96515 2.68959 4.13700
C: 3.93402 0.27547 -1.14976
H: 0.53323 3.67677 4.31505
H: 3.95148 3.36760 -3.40395
H: 2.04132 2.79368 3.98405
H: -1.68396 -2.71857 1.67283
H: -1.23498 -1.59075 2.78129
H: -2.96556 3.24710 3.02703
H: -0.23733 -6.82830 -3.62063
H: 3.53382 0.99064 -3.83760
H: 1.96324 1.75722 -3.49200
H: 1.33876 3.02065 1.40742
H: 2.24960 -0.36233 4.09213
H: -2.06366 -5.36353 -2.74420
H: -4.96164 0.55115 -0.52748
H: -3.31641 -0.99102 3.32889
H: 2.98715 3.30300 -1.91126
H: -3.66112 -2.65181 2.82728
H: 0.03204 3.89089 2.00176
H: 2.10073 -6.38620 -3.05116
H: 0.77551 2.08502 5.02053
H: 4.62768 -0.28856 -1.77722
H: -4.69661 -1.05183 -1.25510
H: 5.50564 1.42457 -0.21906
H: 2.71306 -4.45717 -1.58120
H: -0.23880 2.63503 0.97036
H: 3.88139 2.12334 -0.06197
H: 3.64379 -0.32478 -0.29024

Computed properties:
Total charge: 0
HOMO level: -9.522 eV
HOMO-LUMO gap: 8.02 eV

***

In order of decreasing stability: arrangement b, arrangement a.